Formula: C4H12OS
Source: OMol25
Level of theory: ωB97M-V with the def2-TZVPD basis set

```
18
Properties=species:S:1:pos:R:3:forces:R:3:mulliken_charge:R:1
C 0.989 -1.488 2.415 0.50 1.62 -0.06 -0.95
C 1.018 -0.143 3.200 1.35 -0.95 0.69 -0.15
O 1.897 0.847 2.661 0.03 -0.09 -1.17 -0.52
H 0.144 -1.371 1.722 0.76 -0.48 -0.52 0.23
H 2.038 -1.654 1.974 -1.82 -0.03 0.38 0.32
H 0.708 -2.279 3.098 0.20 -0.32 0.09 0.31
H 1.445 -0.350 4.201 -0.29 0.13 -0.32 0.22
H 0.020 0.254 3.367 -0.13 0.13 -0.28 0.26
H 2.142 0.676 1.720 -0.61 -0.02 1.18 0.29
C -0.166 0.585 -3.186 0.09 -0.56 -0.46 -1.00
C -1.337 0.918 -2.229 -0.37 -1.93 -4.04 -0.49
S -2.647 -0.366 -2.696 -0.26 1.14 0.33 -0.25
H 0.795 1.078 -2.971 -0.56 0.31 0.05 0.31
H -0.458 0.788 -4.283 0.43 -0.40 1.81 0.27
H 0.089 -0.495 -3.049 -0.34 0.65 -0.45 0.29
H -1.212 0.787 -1.243 1.17 -0.59 3.46 0.38
H -1.695 1.880 -2.373 -0.84 1.75 -0.55 0.36
H -3.769 0.332 -2.328 0.68 -0.37 -0.14 0.12
```
Forces are in eV/Å.

The gap between HOMO and LUMO comes out at 9.75 eV. Its SMILES is CCO.CCS. The calculated total energy comes out at -632.974329 Eh. The HOMO energy comes out at -0.3355 hartree. As for the max |F|: 4.5 eV Å⁻¹. As for the energy above the lowest of the compared OMol25 structures with the same formula, charge and spin: 138.5 kJ/mol.